ORCA calculation (the ωB97M-V functional and the def2-TZVPD basis) on a molecular structure, C16H20FN3O in a non-equilibrium geometry.

Computed properties:
**LUMO level**: -0.6 eV
**Gap between HOMO and LUMO**: 7.27 eV
**ΔE to the lowest compared entry with this formula, charge and spin**: 13.127 eV

ORCA input file:
```
! wB97M-V def2-TZVPD RIJCOSX def2/J DEFGRID3
* xyz 0 1
C 3.316 4.768 0.135
C 2.858 3.592 1.068
O 3.411 3.476 2.252
C 1.835 2.780 0.599
C 1.413 2.876 -0.879
C 0.302 2.194 -1.153
C -0.375 1.299 -0.336
C 0.378 1.010 0.997
C 1.386 1.863 1.490
C 1.707 1.653 2.854
H 1.213 0.915 3.599
H 1.804 2.630 3.522
H 2.819 1.381 2.717
H -0.156 0.291 1.791
N -1.195 0.298 -0.775
C -2.132 -0.356 0.222
H -2.201 0.017 1.050
C -1.549 -1.817 0.262
N -1.487 -2.636 -0.981
C -1.185 -3.818 -0.970
H -0.084 -4.057 -0.527
C -2.276 -4.640 -0.350
C -2.228 -4.880 1.059
N -2.282 -4.855 2.185
H -1.872 -5.949 -0.827
H -3.229 -4.474 -0.815
H -0.991 -4.129 -2.272
C -0.682 -1.766 -1.828
H -0.834 -2.002 -2.944
C -1.399 -0.250 -2.045
H -0.681 0.264 -2.661
H -2.239 -0.343 -2.434
H 0.306 -1.648 -1.609
H -2.104 -2.457 0.829
H -0.461 -1.824 0.625
H -3.077 -0.613 0.007
F 0.027 2.205 -2.425
H 1.511 3.761 -1.247
H 3.843 4.314 -0.726
H 4.192 5.482 0.756
H 2.397 5.441 -0.214
*
```

ORCA calculation (the ωB97M-V functional and the def2-TZVPD basis) on a molecular structure, C30H32Br2N4O6Si2W in a non-equilibrium geometry.

Computed properties:
**LUMO level**: -8.3 eV
**Gap between HOMO and LUMO**: 5.24 eV
**ΔE to the lowest compared entry with this formula, charge and spin**: 0.000 eV

ORCA input file:
```
! wB97M-V def2-TZVPD RIJCOSX def2/J DEFGRID3
* xyz 2 1
W -0.039 0.115 -0.035
Br -0.597 3.277 -1.917
C -1.250 1.754 -2.808
C -1.769 1.850 -4.088
C -2.212 0.697 -4.709
C -2.094 -0.516 -4.048
C -1.573 -0.515 -2.777
N -1.179 0.601 -2.125
C -1.297 -1.769 -2.003
O -1.554 -2.874 -2.338
O -0.674 -1.429 -0.856
H -1.814 2.812 -4.577
H -2.632 0.743 -5.705
H -2.393 -1.451 -4.503
C -3.512 2.784 -0.479
Si -2.574 2.507 1.142
C -1.151 3.677 1.590
C -3.879 2.822 2.467
C -1.826 0.696 1.040
C -1.059 0.382 2.272
C -1.348 0.762 3.583
C -0.541 0.335 4.613
C 0.577 -0.457 4.327
C 0.820 -0.803 3.027
N 0.012 -0.417 2.021
Si -3.173 -0.733 1.030
C -4.128 -0.765 -0.594
C -2.335 -2.378 1.482
C -4.462 -0.526 2.379
H -3.321 3.785 -0.867
H -4.584 2.724 -0.280
H -3.289 2.058 -1.259
H -1.488 4.374 2.360
H -0.807 4.291 0.758
H -0.284 3.157 1.995
H -4.334 3.786 2.224
H -3.484 2.918 3.479
H -4.685 2.090 2.486
H -2.217 1.375 3.769
H -0.771 0.604 5.635
H 1.240 -0.796 5.110
H 1.663 -1.429 2.765
H -3.553 -0.582 -1.495
H -4.932 -0.027 -0.567
H -4.596 -1.747 -0.700
H -1.336 -2.526 1.091
H -2.950 -3.206 1.121
H -2.278 -2.481 2.568
H -5.116 0.329 2.210
H -4.039 -0.438 3.382
H -5.098 -1.415 2.375
O 3.703 2.046 -4.608
C 4.695 1.316 -4.157
O 5.833 1.042 -4.289
C 3.427 1.155 -3.402
C 2.506 0.032 -3.625
C 1.558 -0.267 -2.734
N 1.332 0.437 -1.549
C 2.252 1.466 -1.303
C 3.227 1.852 -2.133
C 2.044 2.111 0.015
O 2.692 2.958 0.529
O 0.944 1.529 0.590
H 2.624 -0.569 -4.516
H 0.932 -1.136 -2.883
H 3.885 2.665 -1.849
Br 5.823 -1.017 0.739
C 4.122 -1.775 0.488
C 3.952 -3.141 0.301
C 2.664 -3.613 0.110
C 1.608 -2.722 0.085
N 1.771 -1.404 0.265
C 3.013 -0.950 0.486
H 4.802 -3.810 0.313
H 2.474 -4.667 -0.029
H 0.603 -3.078 -0.091
H 3.149 0.103 0.681
*
```

ORCA calculation (the ωB97M-V functional and the def2-TZVPD basis) on 2 unconnected molecules or ions with the total composition C4H12N3.

Computed properties:
**LUMO level**: -2.8 eV
**Gap between HOMO and LUMO**: 11.49 eV
**ΔE to the lowest compared entry with this formula, charge and spin**: 1.380 eV

ORCA input file:
```
! wB97M-V def2-TZVPD RIJCOSX def2/J DEFGRID3
* xyz 1 1
C 0.183 -1.154 -2.913
N -0.160 -0.859 -1.510
C 0.164 -1.682 -0.538
N -0.052 -1.468 0.727
H 1.193 -0.834 -3.144
H -0.561 -0.683 -3.555
H 0.053 -2.225 -3.072
H -0.448 0.092 -1.280
H 0.626 -2.614 -0.851
H -0.348 -0.485 1.092
H 0.097 -2.248 1.345
C 0.915 1.615 1.884
C -1.381 1.853 1.452
N -0.398 1.067 1.538
H 0.933 1.887 2.940
H 1.162 2.488 1.291
H 1.677 0.857 1.719
H -2.372 1.477 1.213
H -1.281 2.916 1.660
*
```

ORCA calculation (the ωB97M-V functional and the def2-TZVPD basis) on C4H11NO2 in the gas phase in a non-equilibrium geometry.

Computed properties:
**SMILES**: C[C@H](O)CNCO
**LUMO level**: 1.0 eV
**Gap between HOMO and LUMO**: 9.89 eV
**ΔE to the lowest compared entry with this formula, charge and spin**: 1.358 eV

ORCA input file:
```
! wB97M-V def2-TZVPD RIJCOSX def2/J DEFGRID3
* xyz 0 1
C 0.533 0.095 -0.335
C 0.890 -1.250 0.304
C 1.441 -2.206 -0.700
O -0.249 -1.790 1.009
N -0.217 0.902 0.592
C -0.655 2.171 0.205
O -1.613 2.095 -0.891
H 1.481 0.604 -0.522
H 0.020 -0.169 -1.277
H 1.626 -1.133 1.115
H 2.311 -1.867 -1.269
H 1.681 -3.164 -0.222
H 0.723 -2.485 -1.488
H -0.701 -2.274 0.324
H -0.800 0.339 1.204
H 0.239 2.682 -0.186
H -1.142 2.692 1.032
H -1.930 2.988 -1.026
*
```

ORCA calculation (the ωB97M-V functional and the def2-TZVPD basis) on C3H5ClOS2 in the gas phase in a non-equilibrium geometry.

Computed properties:
**SMILES**: OC[C@@H](Cl)C(=S)S
**LUMO level**: -0.4 eV
**Gap between HOMO and LUMO**: 8.59 eV
**ΔE to the lowest compared entry with this formula, charge and spin**: 0.000 eV

ORCA input file:
```
! wB97M-V def2-TZVPD RIJCOSX def2/J DEFGRID3
* xyz 0 1
C -0.662 -0.108 0.915
C 0.117 -0.796 -0.239
C 1.441 -0.174 -0.654
H -1.601 1.555 1.179
H -0.078 -0.092 1.825
H -1.571 -0.666 1.091
H 0.349 -1.804 0.137
H -0.056 1.330 -1.567
O -0.966 1.205 0.546
S 1.250 1.326 -1.499
S 2.831 -0.755 -0.128
Cl -1.053 -1.021 -1.607
*
```

ORCA calculation (the ωB97M-V functional and the def2-TZVPD basis) on a molecular structure, C56H51NP3S4SbScSi.

Computed properties:
**LUMO level (alpha / beta)**: 0.1 / 0.0 eV
**Gap between HOMO and LUMO (alpha / beta)**: 5.56 / 6.91 eV
**ΔE to the lowest compared entry with this formula, charge and spin**: 0.396 eV

ORCA input file:
```
! wB97M-V def2-TZVPD RIJCOSX def2/J DEFGRID3
* xyz 0 2
Sc 0.885 -0.365 -0.492
C -6.862 -2.017 -1.785
C -6.610 -0.932 -2.612
C -5.418 -0.226 -2.488
C -4.478 -0.610 -1.537
C -4.730 -1.707 -0.714
C -5.922 -2.403 -0.836
P -2.914 0.272 -1.308
C -2.687 1.331 -2.751
C -2.494 2.704 -2.626
C -2.234 3.470 -3.758
C -2.154 2.864 -5.002
C -2.325 1.488 -5.125
C -2.589 0.722 -4.003
C -3.187 1.406 0.096
C -4.388 2.118 -0.048
C -4.743 3.104 0.852
C -3.896 3.379 1.916
C -2.720 2.664 2.069
C -2.314 1.654 1.176
Si -0.654 0.704 1.475
C -1.218 -0.588 2.770
C -2.222 -0.343 3.725
C -2.411 -1.171 4.819
C -1.585 -2.280 5.001
C -0.636 -2.579 4.043
C -0.477 -1.761 2.919
P 0.517 -2.380 1.503
C 2.107 -2.829 2.303
C 2.993 -1.761 2.473
C 4.214 -1.936 3.105
C 4.577 -3.196 3.569
C 3.704 -4.262 3.411
C 2.475 -4.082 2.784
C -0.402 -3.936 1.173
C 0.215 -5.053 0.616
C -0.517 -6.188 0.293
C -1.889 -6.207 0.484
C -2.526 -5.081 0.995
C -1.790 -3.957 1.338
C 0.372 1.855 2.638
C 0.120 2.030 4.011
C 0.913 2.837 4.812
C 1.999 3.506 4.262
C 2.286 3.347 2.918
C 1.493 2.523 2.113
P 1.866 2.335 0.318
C 1.102 3.879 -0.355
C -0.052 4.384 0.246
C -0.718 5.482 -0.288
C -0.231 6.106 -1.429
C 0.919 5.616 -2.036
C 1.570 4.506 -1.512
C 3.680 2.625 0.279
C 4.309 3.853 0.108
C 5.697 3.944 0.117
C 6.473 2.810 0.305
C 5.855 1.577 0.483
C 4.471 1.490 0.461
H -7.788 -2.569 -1.886
H -7.338 -0.634 -3.356
H -5.225 0.622 -3.134
H -3.985 -2.026 0.007
H -6.115 -3.255 -0.195
H -2.543 3.182 -1.654
H -2.076 4.538 -3.654
H -1.939 3.461 -5.881
H -2.230 1.009 -6.091
H -2.688 -0.355 -4.095
H -5.054 1.909 -0.877
H -5.671 3.649 0.724
H -4.157 4.150 2.633
H -2.079 2.901 2.911
H -2.862 0.527 3.615
H -3.189 -0.949 5.540
H -1.708 -2.921 5.866
H -0.041 -3.480 4.146
H 2.701 -0.771 2.128
H 4.879 -1.091 3.241
H 5.532 -3.341 4.058
H 3.977 -5.243 3.782
H 1.797 -4.922 2.694
H 1.279 -5.042 0.411
H -0.013 -7.042 -0.140
H -2.463 -7.087 0.220
H -3.599 -5.084 1.143
H -2.301 -3.096 1.753
H -0.704 1.505 4.477
H 0.689 2.937 5.868
H 2.627 4.138 4.879
H 3.143 3.859 2.500
H -0.435 3.927 1.151
H -1.611 5.853 0.202
H -0.736 6.975 -1.835
H 1.312 6.097 -2.923
H 2.451 4.120 -2.011
H 3.720 4.753 -0.018
H 6.172 4.909 -0.017
H 7.553 2.884 0.309
H 6.452 0.685 0.631
H 3.991 0.522 0.586
S 0.717 -4.268 -1.949
Sb -0.438 -3.180 -3.575
S 0.956 -1.573 -4.411
S -1.511 -1.159 -1.295
N 2.585 -1.567 -1.353
H 2.453 -1.383 -2.356
H 2.312 -2.554 -1.293
H 3.582 -1.520 -1.182
C 3.164 1.242 -4.452
S 2.538 1.538 -2.785
C 0.848 2.038 -3.196
H 2.727 0.338 -4.873
H 4.246 1.138 -4.380
H 2.931 2.100 -5.084
H 0.856 3.016 -3.679
H 0.292 2.143 -2.263
H 0.362 1.292 -3.824
*
```

ORCA calculation (the ωB97M-V functional and the def2-TZVPD basis) on a molecular structure, C4H8O6P2 in a non-equilibrium geometry.

Computed properties:
**LUMO level (alpha / beta)**: 5.7 / 5.8 eV
**Gap between HOMO and LUMO (alpha / beta)**: 6.03 / 7.10 eV
**ΔE to the lowest compared entry with this formula, charge and spin**: 2.133 eV

ORCA input file:
```
! wB97M-V def2-TZVPD RIJCOSX def2/J DEFGRID3
* xyz -2 1
C -1.204 -0.501 0.145
C 2.248 0.911 0.280
C 1.457 -0.892 -1.122
C 2.456 -0.528 -0.084
O -1.548 1.598 -1.750
O -3.339 -2.043 -1.057
O -1.536 2.207 0.793
O -3.504 -1.481 1.447
O -3.294 0.451 -0.234
O -0.705 -0.652 1.406
P -1.797 1.214 -0.333
P -2.986 -1.148 0.098
H 2.973 1.382 0.936
H 1.289 0.980 0.792
H 2.187 1.440 -0.652
H 0.449 -1.177 -0.862
H 1.594 -0.219 -1.986
H 2.380 -1.234 0.772
H 3.555 -0.538 -0.314
H -0.674 0.230 1.725
*
```

ORCA calculation (the ωB97M-V functional and the def2-TZVPD basis) on C4H7NO in the gas phase.

Computed properties:
**SMILES**: O=CCN1CC1
**LUMO level**: 1.1 eV
**Gap between HOMO and LUMO**: 10.82 eV
**ΔE to the lowest compared entry with this formula, charge and spin**: 2.395 eV

ORCA input file:
```
! wB97M-V def2-TZVPD RIJCOSX def2/J DEFGRID3
* xyz 0 1
O -2.956 0.341 0.687
C -1.910 -0.219 0.473
C -0.553 0.350 0.837
N 0.477 -0.515 0.300
C 0.696 -0.385 -1.134
C 1.706 0.096 -0.161
H -1.871 -1.214 -0.020
H -0.479 0.394 1.930
H -0.513 1.392 0.473
H 0.130 0.379 -1.669
H 0.837 -1.319 -1.672
H 2.612 -0.477 0.021
H 1.822 1.176 -0.066
*
```

ORCA calculation (the ωB97M-V functional and the def2-TZVPD basis) on 2 unconnected molecules or ions with the total composition CCl2NO2 in a non-equilibrium geometry.

Computed properties:
**LUMO level (alpha / beta)**: 3.2 / 3.1 eV
**Gap between HOMO and LUMO (alpha / beta)**: 3.30 / 8.02 eV
**ΔE to the lowest compared entry with this formula, charge and spin**: 0.533 eV

ORCA input file:
```
! wB97M-V def2-TZVPD RIJCOSX def2/J DEFGRID3
* xyz -1 3
C -1.528 -0.102 0.151
N 2.259 0.067 -0.598
O -1.857 0.887 -0.341
O -1.292 -1.104 0.668
Cl 3.557 -0.923 -0.040
Cl 2.198 1.534 0.314
*
```

ORCA calculation (the ωB97M-V functional and the def2-TZVPD basis) on 2 unconnected molecules or ions with the total composition C2H7NO in a non-equilibrium geometry.

Computed properties:
**LUMO level (alpha / beta)**: -4.3 / -9.8 eV
**Gap between HOMO and LUMO (alpha / beta)**: 11.55 / 5.01 eV
**ΔE to the lowest compared entry with this formula, charge and spin**: 2.657 eV

ORCA input file:
```
! wB97M-V def2-TZVPD RIJCOSX def2/J DEFGRID3
* xyz 1 2
C 1.004 1.512 -0.557
N 0.510 0.294 0.133
H 1.257 2.209 0.237
H 1.716 1.249 -1.352
H 0.188 1.928 -1.163
H -0.193 -0.187 -0.444
H 1.318 -0.335 0.169
O -1.726 -1.862 -0.373
C -1.387 -1.648 0.753
H -1.670 -0.672 1.207
H -1.016 -2.488 1.390
*
```

ORCA calculation (the ωB97M-V functional and the def2-TZVPD basis) on 12 unconnected molecules or ions with the total composition C5H35NO11S2 in a non-equilibrium geometry.

Computed properties:
**SMILES**: CCSSC[C@@H](C)N.O.O.O.O.O.O.O.O.O.O.O
**LUMO level**: 0.0 eV
**Gap between HOMO and LUMO**: 8.56 eV
**ΔE to the lowest compared entry with this formula, charge and spin**: 0.000 eV

ORCA input file:
```
! wB97M-V def2-TZVPD RIJCOSX def2/J DEFGRID3
* xyz 0 1
N 1.606 4.154 -0.362
C 2.023 3.267 -1.438
C 0.895 3.162 -2.450
C 2.534 1.883 -1.018
S 1.349 0.967 0.036
S 2.434 0.063 1.446
C 3.265 -1.391 0.736
C 2.382 -2.621 0.620
H 2.209 4.077 0.447
H 0.657 3.925 -0.084
H 2.857 3.755 -1.958
H -0.019 2.781 -1.992
H 1.128 2.512 -3.293
H 0.656 4.147 -2.854
H 2.716 1.266 -1.898
H 3.455 1.993 -0.449
H 3.699 -1.133 -0.231
H 4.117 -1.560 1.399
H 1.618 -2.464 -0.144
H 1.895 -2.880 1.561
H 2.963 -3.489 0.302
H -1.658 -3.100 1.216
H -0.482 -3.895 0.590
O -1.380 -3.585 0.404
H 2.609 -1.447 -3.450
H 1.525 -1.435 -2.354
O 2.200 -0.863 -2.812
H -1.682 -0.156 -3.431
H -0.114 -0.203 -3.670
O -0.945 -0.709 -3.773
H 3.808 3.215 2.300
H 2.544 3.141 3.161
O 2.942 3.635 2.435
H -3.780 -2.516 0.775
H -2.939 -2.687 -0.500
O -3.772 -2.313 -0.181
H -2.529 -2.109 3.312
H -2.584 -1.204 2.105
O -2.656 -2.129 2.344
H -3.790 0.606 -3.309
H -3.188 0.708 -1.891
O -2.977 0.824 -2.849
H -0.442 -1.903 -2.649
H -0.462 -2.390 -1.156
O 0.013 -2.480 -1.988
H -3.724 -0.630 -0.234
H -4.675 0.610 -0.144
O -3.739 0.377 -0.175
H -1.422 -0.400 4.787
H -2.573 0.013 3.830
O -2.313 -0.636 4.531
H -3.125 0.819 1.381
H -1.996 1.593 2.146
O -2.720 0.987 2.261
*
```

ORCA calculation (the ωB97M-V functional and the def2-TZVPD basis) on 2 unconnected molecules or ions with the total composition C10H13NO in a non-equilibrium geometry.

Computed properties:
**SMILES**: Cc1c[nH]c2ccccc12.CO
**LUMO level**: 0.6 eV
**Gap between HOMO and LUMO**: 8.13 eV
**ΔE to the lowest compared entry with this formula, charge and spin**: 0.492 eV

ORCA input file:
```
! wB97M-V def2-TZVPD RIJCOSX def2/J DEFGRID3
* xyz 0 1
C 4.599 -1.210 -0.235
O 3.597 -0.360 0.363
H 3.768 0.557 0.120
H 5.479 -0.652 -0.533
H 4.841 -1.965 0.510
H 4.122 -1.683 -1.099
C -2.562 -2.165 0.827
C -0.141 -1.465 1.003
C -0.132 0.524 -0.075
C -1.439 -1.182 0.713
C -1.486 0.074 0.025
C 0.215 1.779 -0.625
C -0.881 2.488 -1.070
C -2.543 0.799 -0.545
C -2.218 2.033 -1.057
N 0.639 -0.377 0.613
H 1.661 -0.409 0.580
H 0.397 -2.222 1.548
H 1.165 2.250 -0.422
H -2.392 -3.114 0.324
H -3.534 -1.758 0.560
H -0.732 3.518 -1.386
H -3.580 0.495 -0.522
H -2.920 2.596 -1.654
H -2.676 -2.394 1.900
*
```